1 | C5H8N2O in the gas phase. Source: OMol25; level of theory: the ωB97M-V functional and the def2-TZVPD basis.

Geometry (Å):
O1 -2.175 -0.121 0.206
C1 -0.969 0.123 -0.545
C2 -0.310 1.391 0.096
C3 1.181 1.379 0.093
N1 1.918 0.406 -0.217
N2 1.391 -0.849 -0.569
C4 0.832 -1.460 0.686
C5 -0.014 -1.096 -0.428
H1 -2.624 -0.945 0.003
H2 -1.021 0.295 -1.622
H3 -0.676 1.492 1.077
H4 -0.679 2.336 -0.431
H5 1.729 2.288 0.361
H6 0.957 -2.554 0.857
H7 0.878 -0.794 1.490
H8 -0.421 -1.891 -1.058

Properties
Gap between HOMO and LUMO ... 9.66 eV


2 | C5H8N2O in the gas phase. Source: OMol25; level of theory: the ωB97M-V functional and the def2-TZVPD basis.

Geometry (Å):
C1 0.523 -1.268 1.336
C2 0.280 -0.575 -0.161
C3 1.697 -0.449 -0.812
C4 0.922 0.788 -0.597
N1 0.419 1.635 0.511
N2 -1.123 1.123 0.427
C5 -1.034 -0.256 -0.300
O1 -1.903 -0.899 -0.803
H1 -0.498 -1.751 2.019
H2 1.304 -0.710 1.678
H3 1.061 -2.336 1.179
H4 1.955 -0.828 -1.828
H5 2.317 -0.952 -0.219
H6 0.634 1.218 -1.444
H7 0.475 2.582 0.202
H8 -1.424 1.219 1.481

Properties
Gap between HOMO and LUMO ... 9.34 eV


Going by the computed energies, the most stable comes first: 1, 2.


1 | C5H6N2O in the gas phase. Source: OMol25; level of theory: the ωB97M-V functional and the def2-TZVPD basis.

Geometry (Å):
C1 0.461 1.957 0.049
C2 -0.284 0.646 0.147
N1 -1.674 0.676 -0.306
C3 -1.944 -0.645 -0.179
C4 -0.864 -1.360 0.041
N2 0.224 -0.537 0.204
C5 1.532 -0.973 -0.098
O1 2.600 -0.355 -0.328
H1 -0.371 2.541 -0.435
H2 0.930 2.127 1.134
H3 1.494 1.661 -0.447
H4 -2.927 -1.271 -0.545
H5 -0.665 -2.494 0.669
H6 1.490 -1.972 0.094

Properties
Gap between HOMO and LUMO ... 8.71 eV


2 | C5H6N2O in the gas phase. Source: OMol25; level of theory: the ωB97M-V functional and the def2-TZVPD basis.

Geometry (Å):
N1 1.887 2.225 -0.022
C1 1.238 1.282 -0.024
C2 0.420 0.109 -0.022
N2 -0.837 0.402 -1.000
C3 -1.965 0.722 -0.391
O1 -2.159 0.785 0.809
C4 0.457 -0.764 1.204
C5 1.065 -1.242 -0.131
H1 -0.454 0.683 -1.847
H2 -2.774 0.864 -1.116
H3 -0.535 -1.166 1.413
H4 0.973 -0.439 1.984
H5 2.082 -1.391 -0.152
H6 0.604 -2.069 -0.703

Properties
Gap between HOMO and LUMO ... 11.01 eV


3 | C5H6N2O in the gas phase. Source: OMol25; level of theory: the ωB97M-V functional and the def2-TZVPD basis.

Geometry (Å):
H1 -2.500 -0.999 1.360
N1 -1.765 -1.174 0.650
C1 -0.963 -0.140 0.634
C2 -0.957 1.161 1.340
C3 0.190 1.807 0.959
O1 0.855 1.119 0.016
N2 0.053 0.048 -0.292
C4 0.510 -1.051 -1.031
C5 1.543 -0.972 -1.914
H2 -1.674 1.457 2.114
H3 0.742 2.703 1.354
H4 -0.069 -1.967 -0.860
H5 2.060 -0.025 -2.022
H6 1.975 -1.968 -2.307

Properties
Gap between HOMO and LUMO ... 9.11 eV


4 | A molecular structure, C5H6N2O. Source: OMol25; level of theory: the ωB97M-V functional and the def2-TZVPD basis.

Geometry (Å):
C1 0.415 0.189 1.528
C2 0.562 -1.238 1.136
C3 0.205 -0.744 -0.199
C4 -0.585 0.495 -1.918
C5 -0.539 0.512 0.437
H1 -0.049 -2.114 1.589
H2 1.670 -1.283 1.512
H3 1.138 -0.098 -0.593
H4 -0.894 0.693 -3.036
H5 -0.663 2.149 -0.831
H6 -1.685 0.401 0.624
N1 -0.437 -0.787 -1.615
N2 -0.359 1.223 -0.901
O1 1.220 0.602 2.268

Properties
Gap between HOMO and LUMO ... 9.34 eV


Going by the computed energies, the most stable comes first: 2, 3, 1, 4.


1 | C5H6N2O in the gas phase. Source: OMol25; level of theory: the ωB97M-V functional and the def2-TZVPD basis.

Geometry (Å):
C1 -1.698 -0.991 -0.050
N1 -2.461 0.086 0.148
N2 -1.485 1.173 0.102
C2 -0.410 0.759 -0.373
C3 0.971 1.139 -0.307
C4 1.398 -0.097 0.554
O1 0.909 -1.244 -0.194
C5 -0.411 -0.791 -0.445
H1 -2.056 -1.922 0.705
H2 1.752 1.175 -1.144
H3 0.777 2.015 0.258
H4 2.434 -0.404 0.731
H5 0.799 -0.004 1.545
H6 -0.518 -0.894 -1.532

Properties
Gap between HOMO and LUMO ... 9.90 eV


2 | A molecular structure, C5H6N2O. Source: OMol25; level of theory: the ωB97M-V functional and the def2-TZVPD basis.

Geometry (Å):
C1 0.622 1.008 -0.028
C2 1.969 0.511 0.040
C3 1.828 -1.007 -0.040
C4 0.430 -1.193 -0.341
C5 -2.453 -0.319 0.083
H1 -0.670 2.397 0.043
H2 2.928 1.151 0.827
H3 2.644 -1.883 0.059
H4 0.169 -2.320 -0.336
H5 -3.419 0.369 0.184
H6 -2.652 -1.486 0.030
N1 -0.290 -0.041 -0.192
N2 -1.456 0.493 -0.045
O1 0.348 2.321 -0.285

Properties
Gap between HOMO and LUMO ... 8.26 eV


3 | C5H6N2O in the gas phase. Source: OMol25; level of theory: the ωB97M-V functional and the def2-TZVPD basis.

Geometry (Å):
H1 2.952 0.755 -0.252
N1 2.789 -0.308 -0.027
C1 1.709 -0.812 -0.122
N2 0.361 -0.372 0.070
C2 -0.744 -1.280 0.113
C3 -1.972 -0.608 -0.053
C4 -1.677 0.798 -0.203
C5 -0.159 0.908 0.002
O1 0.773 1.865 0.108
H2 1.555 -1.926 -0.184
H3 -0.543 -2.317 0.387
H4 -2.979 -0.876 0.058
H5 -2.457 1.514 -0.030
H6 0.392 2.657 0.134

Properties
Gap between HOMO and LUMO ... 8.34 eV


4 | 3 unconnected molecules or ions with the total composition C5H6N2O. Source: OMol25; level of theory: the ωB97M-V functional and the def2-TZVPD basis.

Geometry (Å):
C1 0.454 0.220 -0.254
C2 -0.179 -1.242 1.461
C3 -1.271 -0.591 1.044
C4 -0.965 0.327 -0.081
C5 -2.087 0.934 -0.776
H1 3.378 1.100 -1.143
H2 3.193 -0.818 -0.616
H3 0.176 -1.873 2.295
H4 -2.258 -0.233 2.061
H5 -2.173 1.646 -1.764
H6 -3.214 0.346 -0.519
N1 2.713 0.358 -1.192
N2 1.364 0.888 -0.815
O1 0.868 -1.060 0.297

Properties
Gap between HOMO and LUMO ... 8.16 eV


Going by the computed energies, the most stable comes first: 3, 1, 2, 4.


1 | C4H6OS in the gas phase. Source: OMol25; level of theory: the ωB97M-V functional and the def2-TZVPD basis.

Geometry (Å):
C1 -0.372 0.668 1.568
C2 -1.784 1.428 -0.361
C3 -0.350 -0.326 0.570
C4 1.000 -0.976 0.472
O1 0.336 1.303 2.296
S1 -2.190 1.438 1.235
H1 -1.052 2.116 -0.701
H2 -2.589 1.041 -1.064
H3 -1.229 -0.886 0.649
H4 1.248 -1.736 1.294
H5 1.699 -0.164 0.494
H6 0.945 -1.416 -0.660

Properties
Gap between HOMO and LUMO (spin up / spin down) ... 7.77 / 7.77 eV


2 | 2 unconnected molecules or ions with the total composition C4H6OS. Source: OMol25; level of theory: the ωB97M-V functional and the def2-TZVPD basis.

Geometry (Å):
C1 -0.213 -2.252 0.613
C2 -0.859 -1.311 0.158
C3 1.859 0.883 -0.053
C4 -1.274 -0.078 -0.339
O1 -1.393 0.048 -1.676
S1 -1.853 1.081 0.811
H1 0.502 -2.947 0.904
H2 1.604 0.089 0.583
H3 1.902 0.837 -1.183
H4 1.448 1.714 0.448
H5 -0.986 0.905 -1.940
H6 -0.738 1.030 1.674

Properties
Gap between HOMO and LUMO (spin up / spin down) ... 8.80 / 7.21 eV


3 | C4H6OS in the gas phase. Source: OMol25; level of theory: the ωB97M-V functional and the def2-TZVPD basis.

Geometry (Å):
C1 -0.421 0.632 -1.221
S1 -1.514 0.861 0.279
C2 -0.271 -0.252 1.328
C3 0.956 -0.191 0.442
O1 1.643 -1.028 -0.372
C4 0.379 -0.574 -0.807
H1 0.156 1.578 -1.216
H2 -1.057 0.550 -2.113
H3 -0.328 0.170 2.354
H4 -0.688 -1.182 1.400
H5 1.450 0.797 0.597
H6 -0.304 -1.361 -0.670

Properties
Gap between HOMO and LUMO ... 9.60 eV


Going by the computed energies, the most stable comes first: 1, 3, 2.